[1]
47
Properties=species:S:1:pos:R:3:forces:R:3 method="wB97M-V/def2-TZVPD" molar_mass_g_mol=348.54 de_lowest_kj_mol=1751.9 energy_ha=-1680.7815 max_force_ev_per_a=18.87
C -3.7904 -1.2824 -1.7226 -4.2551 -3.4769 -3.7365
C -4.2161 -1.2673 -0.3813 -7.3618 -3.4602 -0.7680
C -3.7769 -2.3791 0.4208 -5.5516 -4.6294 4.1850
C -2.3806 -2.5619 0.6742 2.1656 -2.2636 0.1594
H -1.8553 -2.6597 -0.3859 -0.2867 0.7162 2.5406
H -2.2328 -3.5278 1.2929 -0.0054 1.3173 -1.4618
S -2.0181 -1.2207 1.8979 3.2658 -0.0160 -2.5616
C -0.2595 -0.8865 1.1987 -2.3578 2.2618 2.7066
C 0.3101 0.3391 1.4373 1.9442 -1.9865 -0.4709
C 1.8041 0.4732 1.2182 -2.5233 8.6575 1.4519
O 2.3331 1.7393 1.4641 -1.6738 -6.5969 -1.0153
N 2.2764 -0.4996 0.5422 5.0088 -5.7577 -0.7885
N 1.8301 -1.9646 0.3805 -3.0422 5.4241 2.2881
C 0.5896 -1.8654 0.8471 1.1988 -8.7107 -4.2181
H 0.1814 -2.9675 0.5306 0.2825 2.5029 1.5366
C 3.6847 -0.5946 0.4153 4.6460 1.9106 -4.6296
C 4.5694 -1.8500 0.5895 0.4803 12.9883 -4.5529
C 5.8322 -1.7434 0.2654 -0.6585 9.7860 -3.2820
C 6.5382 -0.4665 -0.4755 -18.1691 -1.9759 4.6780
C 5.6234 0.5885 -0.5461 4.4789 1.6084 -3.4792
C 4.2658 0.5484 -0.4124 -3.8655 -1.4851 5.0080
H 3.5906 1.5177 -0.3669 1.6268 -2.1839 -0.6611
H 6.0811 1.5247 -1.0789 -1.0318 -1.3369 1.2141
H 7.4163 -0.5239 -0.5063 12.9818 -0.2738 -1.0857
H 6.4703 -2.3930 0.1386 5.8821 -7.5105 -0.0107
H 4.1628 -2.5258 0.9921 -5.3865 -9.9661 5.4331
S -0.5609 1.4101 2.2793 -1.1246 4.4372 1.0837
C -0.0871 3.2153 1.2391 -5.0016 -0.1540 3.3138
C -0.5791 2.8296 -0.0784 3.9397 4.5575 -2.8969
C -1.9612 2.5970 -0.3205 0.9828 9.5466 -9.5841
C -2.3294 2.5280 -1.9090 -2.1723 -13.4905 9.1127
H -1.8463 1.5232 -2.3767 -0.8438 2.0352 1.1127
H -3.3778 2.2939 -1.9575 -0.5828 0.2642 -0.2189
H -2.0789 3.1557 -2.4752 3.7565 10.0075 -7.5406
H -2.5788 3.4329 -0.0070 0.1722 0.7783 0.2816
H -2.2634 1.9672 0.2265 -4.4786 -9.8742 6.6544
H -0.1600 3.7657 -0.9092 -1.0630 -2.4187 2.3488
H 0.0562 2.0382 -0.3333 0.7425 -1.4834 -1.0666
H 0.9248 3.2707 1.4110 2.0840 0.4077 0.2318
H -0.8041 3.9955 1.8204 1.9356 -1.7904 -1.2620
H -4.3730 -2.5258 1.5697 1.5757 1.5792 -2.6057
H -4.3673 -3.3142 0.1682 1.3916 0.4773 -0.9142
H -5.5588 -1.2798 -0.3738 3.8158 -0.1544 -0.0231
H -4.0828 -0.4881 0.1475 1.3795 6.2861 3.1172
H -2.8644 -1.1178 -1.9040 6.9625 0.4351 -0.3302
H -4.1099 -0.5243 -2.3894 -1.6298 0.8868 -0.3893
H -4.0281 -2.3240 -2.2571 0.3654 2.1241 1.0955

[2]
7
Properties=species:S:1:pos:R:3:forces:R:3 method="wB97M-V/def2-TZVPD" molar_mass_g_mol=107.99 de_lowest_kj_mol=294.6 energy_ha=-676.9035 max_force_ev_per_a=5.42
N 0.1033 0.7293 1.8462 -2.0414 -0.1946 5.0125
N -0.0230 -0.9410 -1.1736 -0.0394 -0.0524 -2.9786
O 1.1070 0.5533 2.4268 0.2503 0.0884 -2.7526
O -0.0170 0.8894 0.5112 0.8515 1.2803 -0.1461
O -0.7626 -1.7124 -0.6613 -1.2498 -3.3994 2.5049
P 0.3184 0.5799 -1.0122 2.3139 1.8562 -0.8164
H -0.7261 -0.0985 -1.9371 -0.0851 0.4215 -0.8236

[3]
7
Properties=species:S:1:pos:R:3:forces:R:3 method="wB97M-V/def2-TZVPD" molar_mass_g_mol=112.56 de_lowest_kj_mol=52.9 energy_ha=-1035.5956 max_force_ev_per_a=4.53
C -0.1574 -0.6553 0.8345 2.0957 3.7061 -1.5579
C -0.3956 0.8470 0.4856 -1.3722 -1.2143 1.9905
H 0.1954 -0.7102 1.8426 0.5637 -0.5271 0.5051
H -1.1233 1.2149 1.1874 -0.2445 0.2101 0.7226
F -1.3630 -1.1543 0.7480 -1.6317 -1.8832 -0.4369
S -0.1094 1.7720 -0.7271 0.9685 0.8506 -1.7026
Cl 1.0743 -1.1539 -0.3558 -0.3796 -1.1422 0.4793